1.
{
  "formula": "C22H37N3O3",
  "method": "the ωB97M-V functional and the def2-TZVPD basis",
  "symbols": ["C", "C", "C", "C", "C", "C", "C", "C", "O", "N", "C", "C", "O", "N", "C", "C", "N", "C", "O", "C", "C", "C", "C", "C", "C", "C", "C", "C", "H", "H", "H", "H", "H", "H", "H", "H", "H", "H", "H", "H", "H", "H", "H", "H", "H", "H", "H", "H", "H", "H", "H", "H", "H", "H", "H", "H", "H", "H", "H", "H", "H", "H", "H", "H", "H"],
  "xyz": [[2.1564, -1.1080, -1.8326], [1.8349, -1.1235, -0.3221], [2.8131, -0.3309, 0.6225], [4.2932, -0.7933, 0.3261], [4.5996, -2.3027, 0.4650], [2.7461, 1.2014, 0.2756], [3.3988, 2.1899, 1.2676], [2.4740, -0.5847, 2.1510], [3.4051, -0.7363, 2.9470], [1.1988, -0.6086, 2.6272], [0.9442, -0.8933, 4.0657], [-0.5638, -0.7334, 4.1175], [-1.3357, -0.2854, 5.2091], [-2.4605, 0.3871, 4.6377], [-2.2096, 0.6868, 3.4234], [-3.1577, 1.3190, 2.4108], [-3.0034, 0.6822, 1.0893], [-2.4604, 1.2737, 0.0148], [-2.0149, 2.4151, 0.0635], [-2.4024, 0.4523, -1.2923], [-3.7800, 0.4702, -2.0146], [-3.9595, -0.6485, -3.0616], [-3.4035, -0.3735, -4.4733], [-2.0536, 0.3633, -4.5799], [-1.0134, 0.0502, -3.4885], [-1.2059, 0.8659, -2.1939], [-0.7421, 0.4417, 3.2323], [0.0188, 0.0188, 1.9828], [1.3918, -1.6466, -2.3930], [2.1903, -0.0937, -2.2301], [3.1078, -1.5887, -2.0587], [0.8230, -0.7399, -0.2416], [1.7739, -2.1638, 0.0034], [4.5875, -0.4857, -0.6777], [4.9852, -0.2533, 0.9754], [5.6530, -2.4998, 0.2642], [4.3939, -2.6686, 1.4714], [4.0209, -2.9069, -0.2325], [3.2073, 1.3699, -0.6986], [1.7142, 1.5130, 0.1214], [3.3471, 3.2109, 0.8880], [2.8992, 2.1839, 2.2373], [4.4507, 1.9590, 1.4372], [1.3085, -1.8523, 4.4371], [1.4181, -0.1194, 4.6737], [-1.0216, -1.6574, 3.7442], [-4.1903, 1.2174, 2.7482], [-2.9603, 2.3940, 2.3821], [-3.3526, -0.2565, 0.9869], [-2.2284, -0.5695, -0.9546], [-4.5904, 0.3878, -1.2868], [-3.9296, 1.4377, -2.4990], [-3.5243, -1.5729, -2.6785], [-5.0243, -0.8665, -3.1622], [-3.3250, -1.3285, -4.9960], [-4.1434, 0.1954, -5.0393], [-1.6214, 0.1370, -5.5563], [-2.2335, 1.4398, -4.6012], [-0.9895, -1.0193, -3.2743], [-0.0256, 0.2880, -3.8874], [-1.3071, 1.9178, -2.4721], [-0.2828, 0.7986, -1.6167], [-0.2329, 1.3218, 3.6413], [0.2047, 0.9274, 1.4109], [-0.6106, -0.7059, 1.4639]],
  "forces_ev_per_a": [[0.243, 0.040, 0.396], [0.259, 0.128, -0.122], [0.096, -0.052, -0.620], [-0.124, -0.401, 0.652], [-0.293, 0.368, 0.133], [0.019, 0.147, 0.376], [-0.096, -0.460, -0.077], [1.681, 0.297, 0.158], [-0.743, -0.140, -0.648], [-0.579, -0.098, -0.613], [0.301, 0.605, 0.859], [0.117, 0.488, -0.252], [-0.278, 0.132, 1.241], [-0.795, -0.542, 0.037], [0.695, 0.087, -0.242], [0.147, -0.344, 0.493], [-0.526, -0.248, 1.192], [0.959, 1.391, -1.295], [-0.136, -0.361, 0.093], [-0.132, -0.021, -0.008], [0.230, -0.067, -0.235], [0.218, 0.134, -0.024], [0.069, 0.060, 0.105], [-0.058, -0.162, 0.200], [-0.445, 0.272, 0.053], [-0.343, -0.105, 0.091], [-0.033, -0.218, -2.071], [-0.774, 0.334, 0.764], [-0.091, -0.008, 0.101], [0.015, 0.061, 0.016], [0.053, 0.027, 0.036], [-0.136, 0.195, 0.245], [0.111, -0.042, 0.110], [-0.384, 0.101, -0.165], [-0.231, -0.004, 0.184], [0.021, 0.099, -0.044], [-0.045, 0.115, 0.016], [-0.067, -0.008, -0.094], [0.143, -0.289, -0.044], [-0.243, -0.079, 0.090], [-0.065, -0.053, -0.112], [-0.004, -0.083, 0.048], [-0.021, -0.054, 0.026], [0.091, -0.005, -0.557], [0.112, -0.023, 0.083], [-0.188, 0.105, -0.337], [0.074, -0.134, 0.046], [0.162, -0.200, -0.548], [-0.042, 0.010, 0.074], [0.019, -0.404, -0.127], [0.111, -0.061, 0.151], [0.096, 0.130, 0.031], [0.138, -0.033, 0.123], [-0.035, 0.054, -0.018], [0.010, -0.098, 0.053], [-0.028, 0.082, 0.005], [-0.017, -0.073, -0.029], [0.046, 0.096, 0.154], [-0.074, -0.156, 0.043], [0.028, 0.072, 0.065], [-0.086, 0.020, 0.127], [-0.012, 0.002, 0.195], [0.110, -0.138, 0.278], [0.435, -0.505, -0.411], [0.319, 0.015, -0.449]],
  "e_homo_ev": -9.46,
  "smiles": "CCC(CC)(CC)C(=O)N1C[C@H]2ON=C(CNC(=O)C3CCCCCC3)[C@@H]2C1",
  "total_charge": 0,
  "e_lumo_ev": 0.4,
  "relative_energy_kj_mol": 254.5,
  "orbital_gap_ha": 0.363
}

2.
{
  "formula": "C3HN2O3",
  "method": "the ωB97M-V functional and the def2-TZVPD basis",
  "symbols": ["C", "C", "C", "N", "N", "O", "O", "O", "H"],
  "xyz": [[-0.9186, -1.4134, 0.1831], [0.3815, 0.3806, -0.1921], [0.6543, 1.9979, -0.3282], [-0.7058, -0.1225, -0.0905], [0.0721, -2.2166, 0.3551], [1.2216, 2.3715, -1.3083], [0.0467, 2.4435, 0.6372], [1.2570, -1.7194, 0.3886], [-2.0088, -1.7215, 0.3551]],
  "forces_ev_per_a": [[-3.580, -2.441, 0.494], [-0.320, -0.517, 0.247], [-0.657, -0.090, 1.380], [1.375, 1.299, -0.348], [0.786, -0.260, 1.046], [0.855, 0.461, -1.147], [0.386, 0.572, -0.101], [-0.854, 0.926, -1.020], [2.007, 0.052, -0.551]],
  "e_homo_ev": -4.52,
  "total_charge": -1,
  "e_lumo_ev": 3.8,
  "relative_energy_kj_mol": 411.5,
  "orbital_gap_ha": 0.306
}

3.
{
  "formula": "C29H54BCl4FN3O2",
  "method": "the ωB97M-V functional and the def2-TZVPD basis",
  "symbols": ["C", "C", "C", "C", "C", "C", "C", "C", "C", "C", "C", "C", "C", "C", "C", "C", "C", "C", "B", "O", "O", "C", "C", "N", "N", "C", "C", "C", "F", "C", "N", "C", "C", "C", "C", "H", "H", "H", "H", "H", "H", "H", "H", "H", "H", "H", "H", "H", "H", "H", "H", "H", "H", "H", "H", "H", "H", "H", "H", "H", "H", "H", "H", "H", "H", "H", "H", "H", "H", "H", "H", "H", "H", "H", "H", "H", "H", "H", "H", "H", "H", "H", "H", "H", "H", "H", "H", "H", "H", "C", "Cl", "Cl", "Cl", "Cl"],
  "xyz": [[2.0442, 1.2079, 4.6746], [0.7000, 1.3508, 5.3675], [-0.2803, 0.2426, 5.0171], [0.0820, -1.1310, 5.5931], [0.7140, -2.0596, 4.5584], [-0.2834, -2.6742, 3.5938], [-1.1572, -3.7769, 4.1485], [-2.0160, -4.3813, 3.0536], [-3.1319, -3.4728, 2.5713], [-3.7090, -3.7805, 1.1776], [-3.5159, -2.6875, 0.1370], [-2.0816, -2.2186, -0.2023], [-1.8446, -0.7280, 0.0694], [-2.1520, 0.2358, -1.0956], [-1.2588, 1.4610, -1.2164], [0.2046, 1.2540, -1.6465], [0.4439, 0.2786, -2.7482], [1.5262, -0.6364, -2.6408], [2.5430, -0.6144, -1.4158], [2.3416, -1.5641, -0.4840], [3.5540, 0.2721, -1.2982], [3.8156, 1.3045, -2.2551], [5.1186, 2.0034, -1.9108], [1.7754, -1.5644, -3.5469], [0.9881, -1.6424, -4.6249], [1.2559, -2.7444, -5.5609], [0.3539, -3.9279, -5.3000], [0.0071, -0.7648, -4.8114], [-0.6843, -0.9087, -5.9213], [-0.3033, 0.2600, -3.9009], [-1.2978, 1.1864, -4.2065], [-0.8051, 2.5486, -4.5750], [-1.5330, 3.6987, -3.8821], [-0.6648, 4.5964, -2.9906], [-1.1468, 4.7218, -1.5472], [2.5478, 0.2833, 4.9397], [1.9378, 1.2575, 3.5934], [2.7033, 2.0215, 4.9655], [0.2705, 2.2878, 5.0448], [0.8658, 1.3723, 6.4410], [-0.3128, 0.1626, 3.9292], [-1.2759, 0.5319, 5.3378], [0.7871, -0.9943, 6.4089], [-0.8040, -1.5979, 6.0094], [1.4065, -1.4430, 3.9838], [1.3006, -2.8389, 5.0419], [-0.8983, -1.8682, 3.1966], [0.2522, -3.1037, 2.7571], [-1.7923, -3.4052, 4.9479], [-0.4935, -4.5477, 4.5326], [-1.3751, -4.6691, 2.2214], [-2.4748, -5.2997, 3.4146], [-2.7807, -2.4433, 2.5549], [-3.9313, -3.5080, 3.3046], [-4.7787, -3.9309, 1.2893], [-3.3089, -4.7240, 0.8122], [-4.1259, -1.8357, 0.4287], [-3.9564, -3.0507, -0.7893], [-1.3434, -2.7966, 0.3478], [-1.9084, -2.4423, -1.2535], [-0.8543, -0.5649, 0.4892], [-2.5427, -0.4510, 0.8539], [-3.1490, 0.6266, -0.9161], [-2.2289, -0.3056, -2.0371], [-1.2292, 1.9267, -0.2341], [-1.7195, 2.1851, -1.8769], [0.5842, 2.2155, -1.9965], [0.8034, 0.9987, -0.7775], [3.0183, -1.5744, 0.2008], [2.9955, 2.0166, -2.2291], [3.8705, 0.8697, -3.2479], [5.8361, 1.9065, -2.7171], [5.5594, 1.5484, -1.0339], [4.9706, 3.0617, -1.7419], [2.2927, -3.0035, -5.3994], [1.1616, -2.3722, -6.5723], [-0.6282, -3.8049, -5.7404], [0.2559, -4.1072, -4.2354], [0.8063, -4.8087, -5.7387], [-1.8719, 0.8234, -4.9511], [-0.9020, 2.6506, -5.6503], [0.2583, 2.5934, -4.3592], [-1.9754, 4.3141, -4.6572], [-2.3670, 3.2950, -3.3183], [0.3641, 4.2433, -2.9954], [-0.6319, 5.5912, -3.4200], [-2.2221, 4.5871, -1.4786], [-0.6902, 3.9862, -0.8923], [-0.9238, 5.6999, -1.1396], [3.0091, 5.4234, 4.4388], [4.1034, 4.8054, 5.6744], [1.3563, 4.9375, 4.8207], [3.1140, 7.1786, 4.3724], [3.4626, 4.7455, 2.8654]],
  "forces_ev_per_a": [[0.140, 0.170, 0.155], [0.186, -0.376, -0.324], [0.037, -0.170, -0.007], [0.104, 0.009, -0.128], [0.033, 0.242, 0.011], [0.063, 0.298, 0.077], [0.076, 0.047, -0.229], [-0.237, -0.303, -0.026], [-0.028, 0.382, -0.316], [0.161, -0.132, 0.388], [-0.021, -0.089, -0.482], [-0.180, -0.016, 0.238], [-0.190, 0.111, -0.013], [-0.098, -0.234, 0.146], [-0.011, -0.186, 0.149], [-0.308, 0.191, 0.013], [0.586, -0.147, 0.382], [-0.360, -0.064, -0.544], [0.187, -0.017, 0.059], [-0.105, -0.285, 0.135], [-0.080, -0.049, -0.011], [0.110, 0.093, 0.096], [0.090, -0.064, -0.259], [0.051, -0.167, -0.164], [-0.422, 1.076, 0.699], [0.218, -0.198, -0.108], [-0.051, -0.102, -0.003], [0.387, -0.506, 0.146], [-0.073, 0.065, -0.005], [-0.423, 0.028, -0.649], [0.382, -0.254, -0.249], [-0.110, -0.066, 0.224], [0.004, 0.051, -0.168], [-0.092, 0.091, 0.174], [0.013, 0.023, 0.089], [0.059, -0.195, -0.003], [-0.040, -0.104, -0.205], [0.141, 0.127, 0.030], [-0.186, 0.432, 0.161], [-0.141, 0.168, 0.235], [-0.162, 0.039, -0.206], [-0.200, 0.076, 0.075], [0.045, 0.017, 0.260], [-0.143, -0.147, 0.188], [0.224, -0.117, -0.092], [0.052, -0.143, 0.084], [-0.126, 0.105, -0.176], [0.270, -0.049, -0.416], [-0.053, -0.045, 0.296], [-0.029, -0.157, 0.338], [0.139, -0.020, -0.197], [0.022, -0.241, 0.014], [0.060, 0.223, 0.101], [-0.156, 0.095, 0.178], [-0.206, -0.121, -0.155], [0.128, -0.163, -0.088], [-0.024, 0.265, 0.080], [-0.254, -0.035, -0.111], [0.037, -0.149, 0.189], [0.215, 0.040, -0.195], [0.310, 0.033, -0.163], [0.122, 0.087, 0.421], [-0.272, 0.059, -0.176], [0.167, -0.096, -0.200], [0.080, 0.168, 0.127], [-0.099, -0.130, 0.017], [0.074, 0.225, 0.073], [0.179, -0.220, 0.055], [0.035, 0.019, 0.157], [-0.225, 0.077, -0.038], [-0.080, -0.133, -0.196], [0.141, -0.033, -0.135], [0.026, -0.002, 0.250], [-0.015, 0.187, 0.184], [0.190, 0.041, 0.158], [-0.087, 0.159, -0.160], [-0.199, 0.086, -0.002], [-0.013, -0.054, 0.194], [0.042, -0.171, -0.119], [-0.255, 0.053, -0.035], [0.042, -0.054, -0.228], [0.206, -0.020, 0.060], [-0.164, 0.127, -0.122], [-0.159, -0.078, 0.054], [0.229, -0.031, -0.044], [0.042, 0.153, -0.148], [-0.201, 0.029, -0.002], [0.049, -0.029, 0.070], [0.115, 0.183, 0.083], [0.014, -0.043, -0.014], [0.024, -0.010, 0.025], [-0.046, 0.037, 0.015], [0.001, 0.051, -0.002], [0.016, -0.018, -0.037]],
  "e_homo_ev": -12.21,
  "total_charge": 1,
  "e_lumo_ev": -3.9,
  "orbital_gap_ha": 0.304
}

4.
{
  "formula": "C3H4FN",
  "method": "the ωB97M-V functional and the def2-TZVPD basis",
  "symbols": ["C", "C", "C", "N", "F", "H", "H", "H", "H"],
  "xyz": [[-1.0807, -0.0884, -1.1186], [0.4606, -0.3587, 0.9483], [0.1526, -0.2148, -0.4911], [-2.0694, -0.2012, -1.6700], [1.2047, -0.3315, -1.2094], [-0.3507, -0.1699, 1.5710], [1.2098, 0.4306, 1.2392], [0.9080, -1.3959, 1.2401], [-0.4348, 2.3298, -0.5095]],
  "forces_ev_per_a": [[1.992, -0.618, 0.927], [2.214, -0.647, 0.319], [-1.080, 0.458, 2.320], [-2.406, 0.110, -1.221], [1.970, -0.166, -2.137], [-1.679, 0.123, 0.909], [-0.396, -0.869, -0.381], [-0.735, 1.709, -0.785], [0.120, -0.100, 0.051]],
  "e_homo_ev": [-8.72, -10.90],
  "total_charge": 0,
  "e_lumo_ev": [-0.7, -0.8],
  "relative_energy_kj_mol": 405.5,
  "orbital_gap_ha": [0.294, 0.372]
}

5.
{
  "formula": "C2H8N4O2",
  "method": "the ωB97M-V functional and the def2-TZVPD basis",
  "symbols": ["C", "N", "O", "C", "N", "O", "N", "N", "H", "H", "H", "H", "H", "H", "H", "H"],
  "xyz": [[-1.3882, 0.8206, -1.3308], [-0.9134, 0.0014, -0.2213], [-1.3665, -1.3296, -0.4913], [0.5075, 0.0445, -0.1937], [1.2372, 0.8270, -0.8773], [2.5815, 0.7922, -0.6105], [1.0565, -0.8137, 0.8362], [0.5654, -0.5232, 2.1648], [-2.4870, 0.8024, -1.3604], [-1.1353, 1.8846, -1.1680], [-0.9569, 0.4465, -2.2707], [-2.0769, -1.4035, 0.1708], [2.8036, 0.0864, 0.0451], [0.6434, -1.7333, 0.6631], [1.2627, 0.1092, 2.5542], [-0.3337, -0.0117, 2.0898]],
  "forces_ev_per_a": [[-0.810, 0.775, -0.182], [0.337, 1.442, -1.254], [-0.049, 0.010, 0.732], [0.459, -1.178, 1.859], [-0.452, -0.341, -0.033], [0.419, 0.015, 0.170], [-0.636, -0.771, -0.483], [-0.033, 0.950, -0.158], [0.343, -0.319, -0.038], [0.255, -0.664, -0.069], [-0.245, 0.323, 0.137], [0.330, -0.291, -0.384], [-0.767, 0.263, -0.325], [0.542, 0.142, -0.214], [-0.395, -0.052, 0.160], [0.701, -0.303, 0.081]],
  "e_homo_ev": -9.35,
  "smiles": "CN(O)/C(=N/O)NN",
  "total_charge": 0,
  "e_lumo_ev": 0.6,
  "relative_energy_kj_mol": 616.6,
  "orbital_gap_ha": 0.367
}

6.
{
  "formula": "C3H5O3",
  "method": "the ωB97M-V functional and the def2-TZVPD basis",
  "symbols": ["O", "C", "C", "H", "H", "H", "H", "O", "C", "O", "H"],
  "xyz": [[-1.9970, -0.5461, -2.1504], [-0.8730, -0.7703, -1.7765], [0.1477, 0.2034, -1.2800], [-0.4677, -1.8052, -1.8558], [-0.2419, 1.1630, -0.9714], [0.7478, -0.2295, -0.4838], [0.7639, 0.2376, -2.2050], [-0.1902, 0.0629, 1.6928], [0.4962, 0.4530, 2.6694], [1.5446, 1.1091, 2.6934], [0.0695, 0.1223, 3.6673]],
  "forces_ev_per_a": [[0.006, 0.129, 0.005], [0.010, -0.100, 0.442], [0.058, -0.650, -0.915], [-0.086, -0.020, 0.000], [-0.069, 0.114, -0.112], [-0.106, 0.052, 0.131], [0.153, 0.524, 0.441], [0.149, 0.077, 0.013], [-0.652, -0.548, -0.081], [0.360, 0.255, 0.054], [0.178, 0.167, 0.023]],
  "e_homo_ev": -4.05,
  "total_charge": -1,
  "e_lumo_ev": 3.8,
  "relative_energy_kj_mol": 40.5,
  "orbital_gap_ha": 0.289
}